Here is a molecular structure, C35H53IInNO27P from the OMol25 dataset. Energies are from wB97M-V/def2-TZVPD.

Geometry (Å):
1 C -3.454 1.219 2.875
2 C -2.511 0.544 2.572
3 C -1.373 -0.283 2.186
4 C -1.586 -1.782 2.380
5 C -2.572 -2.515 1.470
6 In -4.746 -2.184 1.767
7 N -5.347 -0.525 0.550
8 C -4.747 -0.403 -0.547
9 C -5.021 -1.240 -1.796
10 C -3.655 0.647 -0.744
11 C -5.887 -3.946 0.939
12 I -6.425 -5.370 2.486
13 C -7.161 -3.580 0.186
14 C -8.076 -2.615 0.923
15 P -5.359 -1.738 4.250
16 O -6.627 -1.004 4.421
17 O -4.160 -0.892 5.008
18 O -5.443 -3.105 5.171
19 H -4.415 1.557 3.175
20 H -1.029 -0.040 1.182
21 H -0.551 0.004 2.843
22 H -0.599 -2.226 2.213
23 H -1.808 -1.973 3.431
24 H -2.274 -2.404 0.426
25 H -2.430 -3.569 1.699
26 H -4.546 -2.218 -1.707
27 H -6.089 -1.400 -1.914
28 H -4.631 -0.769 -2.697
29 H -3.630 1.029 -1.769
30 H -2.702 0.142 -0.591
31 H -3.811 1.471 -0.064
32 H -5.204 -4.478 0.283
33 H -6.923 -3.203 -0.808
34 H -7.735 -4.497 0.014
35 H -7.661 -1.613 0.965
36 H -9.027 -2.546 0.390
37 H -8.312 -2.982 1.918
38 H -3.399 -1.479 5.087
39 H -4.597 -3.569 5.135
40 C -0.042 2.408 -3.857
41 C 0.560 2.529 -2.470
42 O -0.078 1.462 -1.769
43 C -0.489 0.541 -2.667
44 O -0.907 -0.533 -2.390
45 O -0.353 1.010 -3.935
46 H 0.645 2.692 -4.649
47 H -0.967 2.976 -3.963
48 H 1.639 2.353 -2.469
49 H 0.354 3.479 -1.986
50 C 1.312 1.807 6.130
51 C 0.208 2.830 5.936
52 O 0.331 3.147 4.546
53 C 0.924 2.102 3.921
54 O 0.984 1.957 2.746
55 O 1.408 1.220 4.830
56 H 1.074 1.049 6.871
57 H 2.270 2.270 6.378
58 H -0.783 2.413 6.115
59 H 0.337 3.725 6.539
60 C -0.618 -5.644 0.230
61 C 0.238 -6.885 0.382
62 O 1.133 -6.504 1.435
63 C 0.541 -5.525 2.163
64 O 0.953 -5.112 3.198
65 O -0.573 -5.080 1.542
66 H -1.646 -5.855 -0.053
67 H -0.197 -4.923 -0.474
68 H -0.339 -7.751 0.713
69 H 0.782 -7.142 -0.519
70 C -3.679 -0.946 7.992
71 C -4.165 -1.281 9.386
72 O -2.963 -1.175 10.167
73 C -2.106 -0.358 9.512
74 O -1.095 0.067 9.974
75 O -2.556 -0.090 8.271
76 H -4.411 -0.434 7.381
77 H -3.325 -1.826 7.458
78 H -4.889 -0.555 9.760
79 H -4.585 -2.280 9.469
80 C 4.617 3.609 -4.427
81 C 3.984 3.246 -5.758
82 O 2.701 3.884 -5.668
83 C 2.799 4.899 -4.781
84 O 1.959 5.726 -4.612
85 O 3.970 4.851 -4.120
86 H 5.686 3.743 -4.481
87 H 4.384 2.886 -3.643
88 H 4.522 3.671 -6.606
89 H 3.868 2.175 -5.903
90 C 2.119 8.181 -7.310
91 C 3.129 9.280 -7.581
92 O 4.342 8.709 -7.073
93 C 4.210 7.363 -7.077
94 O 5.092 6.594 -6.864
95 O 2.940 7.011 -7.356
96 H 1.331 8.118 -8.055
97 H 1.673 8.252 -6.318
98 H 3.256 9.479 -8.647
99 H 2.907 10.211 -7.066
100 C 9.861 2.760 -3.343
101 C 8.697 3.730 -3.280
102 O 7.576 2.866 -3.513
103 C 7.929 1.605 -3.163
104 O 7.170 0.697 -3.085
105 O 9.255 1.532 -2.923
106 H 10.680 3.022 -2.680
107 H 10.244 2.632 -4.357
108 H 8.585 4.190 -2.298
109 H 8.737 4.508 -4.038
110 C 4.247 -5.304 -2.769
111 C 4.959 -5.327 -1.430
112 O 4.095 -6.156 -0.644
113 C 3.386 -6.944 -1.477
114 O 2.694 -7.849 -1.135
115 O 3.558 -6.560 -2.763
116 H 4.922 -5.246 -3.616
117 H 3.512 -4.501 -2.836
118 H 5.941 -5.799 -1.487
119 H 5.058 -4.347 -0.973

The LUMO energy comes out at 0.0461 Ha. Its net charge is -1. The calculation puts the HOMO-LUMO gap at 4.8 eV.



Here is a molecular structure, C35H53MnNO2P3 from the OMol25 dataset. Energies are from wB97M-V/def2-TZVPD.

Geometry (Å):
1 Mn 0.802 -0.329 -1.511
2 P 2.585 1.042 -1.183
3 P -0.739 -1.870 -2.177
4 N 1.790 -0.840 -3.309
5 C 3.225 1.165 -2.915
6 H 3.188 2.218 -3.221
7 H 4.286 0.871 -2.913
8 C 2.476 0.322 -3.956
9 H 1.715 0.911 -4.488
10 H 3.168 -0.062 -4.727
11 C 1.082 -1.780 -4.282
12 H 1.531 -2.782 -4.169
13 H 1.283 -1.441 -5.308
14 C -0.409 -1.813 -3.999
15 H -0.876 -2.682 -4.474
16 H -0.896 -0.911 -4.398
17 C -2.600 -1.760 -2.182
18 C -3.046 -0.310 -1.964
19 H -2.773 0.324 -2.814
20 H -2.578 0.111 -1.064
21 H -4.138 -0.259 -1.853
22 C -0.290 -3.635 -1.805
23 C -0.403 -3.943 -0.301
24 H 0.447 -4.576 -0.005
25 H -1.315 -4.510 -0.073
26 H -0.377 -3.037 0.320
27 C 4.016 0.453 -0.150
28 C 3.813 0.682 1.352
29 H 4.478 0.007 1.913
30 H 2.787 0.465 1.669
31 H 4.079 1.710 1.650
32 C 2.280 2.822 -0.678
33 C 1.593 2.919 0.693
34 H 0.962 3.822 0.732
35 H 2.317 2.981 1.521
36 H 0.935 2.061 0.894
37 C -0.118 1.111 -2.185
38 O -0.515 1.849 -3.006
39 C -1.049 -4.649 -2.682
40 H -1.831 -4.201 -3.305
41 H -0.345 -5.154 -3.358
42 H -1.516 -5.429 -2.071
43 C 5.396 0.969 -0.600
44 H 6.021 1.188 0.281
45 H 5.910 0.212 -1.203
46 H 5.332 1.890 -1.189
47 C 3.480 3.775 -0.773
48 H 3.123 4.796 -0.564
49 H 4.259 3.554 -0.031
50 H 3.926 3.793 -1.775
51 C -3.314 -2.720 -1.223
52 H -2.980 -2.598 -0.185
53 H -4.393 -2.503 -1.238
54 H -3.199 -3.772 -1.507
55 H -2.871 -2.045 -3.216
56 H 1.546 3.145 -1.438
57 H 0.778 -3.681 -2.076
58 H 3.981 -0.634 -0.332
59 H 2.505 -1.405 -2.827
60 H 1.873 -1.301 -0.801
61 O -0.795 -0.105 0.508
62 P -1.267 0.413 1.859
63 C 0.108 0.586 2.993
64 C 0.925 -0.543 3.202
65 C 1.897 -0.519 4.204
66 C 2.123 0.652 4.929
67 C 1.389 1.805 4.643
68 C 0.378 1.780 3.683
69 C -2.160 1.965 1.582
70 C -1.844 2.736 0.454
71 C -2.528 3.931 0.214
72 C -3.607 4.307 1.031
73 C -3.963 3.498 2.119
74 C -3.228 2.348 2.412
75 C -2.457 -0.701 2.598
76 C -2.312 -1.228 3.893
77 C -3.310 -2.058 4.420
78 C -4.437 -2.378 3.655
79 C -4.571 -1.868 2.357
80 C -3.593 -1.018 1.830
81 H 0.794 -1.429 2.575
82 H 2.499 -1.411 4.396
83 H 2.901 0.672 5.692
84 H 1.619 2.742 5.159
85 H -0.191 2.689 3.454
86 H -1.059 2.407 -0.228
87 H -2.214 4.574 -0.606
88 H -4.156 5.228 0.816
89 H -4.808 3.777 2.748
90 H -3.483 1.746 3.283
91 H -1.442 -0.982 4.499
92 H -3.206 -2.442 5.433
93 H -5.215 -3.021 4.071
94 H -5.449 -2.111 1.758
95 H -3.733 -0.577 0.842

The LUMO energy (spin up / spin down) comes out at -0.0692 / -0.1159 Ha. As for the multiplicity: 6. Its net charge is +1. The calculation puts the HOMO-LUMO gap (spin up / spin down) at 6.0 / 8.4 eV. Its energy above the lowest of the compared OMol25 structures with the same formula, charge and spin is 0.0 kcal per mole. Its expectation value of S² is 8.7862.



Here is a molecular structure, C35H53N4OP2Sn from the OMol25 dataset. Energies are from wB97M-V/def2-TZVPD.

Geometry (Å):
1 C -1.262 -1.484 -1.829
2 C 0.729 -2.523 -1.046
3 C -1.466 -2.492 -2.765
4 C 0.464 -3.620 -1.905
5 C -0.610 -3.596 -2.768
6 H -2.318 -2.393 -3.433
7 H 1.188 -4.430 -1.886
8 H -0.793 -4.415 -3.456
9 N -0.195 -1.489 -1.007
10 P -2.513 0.156 0.057
11 P 2.543 -0.897 0.343
12 C -2.277 -0.340 -1.702
13 H -1.948 0.535 -2.285
14 H -3.239 -0.656 -2.134
15 C 0.503 2.788 1.846
16 O 1.302 3.577 2.081
17 C 1.926 -2.428 -0.289
18 H 2.542 -3.334 -0.235
19 C 3.575 -0.025 -1.041
20 C 3.610 -1.187 1.883
21 C -3.258 1.894 0.187
22 C -3.627 -1.243 0.702
23 C 3.616 1.485 -0.736
24 H 4.211 1.713 0.155
25 H 4.081 1.998 -1.592
26 H 2.612 1.898 -0.600
27 C 4.993 -0.608 -1.082
28 H 5.575 -0.378 -0.182
29 H 4.979 -1.694 -1.243
30 H 5.531 -0.160 -1.931
31 C 2.929 -0.251 -2.418
32 H 3.440 0.392 -3.154
33 H 3.040 -1.291 -2.753
34 H 1.869 0.014 -2.427
35 C 4.296 0.138 2.265
36 H 3.568 0.959 2.344
37 H 4.758 0.009 3.254
38 H 5.090 0.427 1.570
39 C 2.756 -1.605 3.086
40 H 1.972 -0.872 3.310
41 H 2.289 -2.587 2.942
42 H 3.412 -1.668 3.972
43 C 4.610 -2.320 1.621
44 H 5.339 -2.084 0.843
45 H 5.167 -2.501 2.551
46 H 4.093 -3.248 1.349
47 C -3.979 -0.906 2.159
48 H -4.442 -1.790 2.621
49 H -3.078 -0.663 2.740
50 H -4.700 -0.080 2.240
51 C -2.848 -2.568 0.674
52 H -2.741 -2.966 -0.344
53 H -1.856 -2.470 1.128
54 H -3.411 -3.314 1.256
55 C -4.894 -1.438 -0.152
56 H -5.481 -2.246 0.311
57 H -5.535 -0.552 -0.194
58 H -4.661 -1.753 -1.178
59 C -2.522 2.889 -0.728
60 H -2.568 2.595 -1.785
61 H -3.017 3.868 -0.632
62 H -1.472 3.019 -0.447
63 C -3.116 2.383 1.643
64 H -2.061 2.489 1.937
65 H -3.589 3.375 1.720
66 H -3.616 1.721 2.362
67 C -4.729 1.835 -0.240
68 H -4.844 1.392 -1.241
69 H -5.355 1.291 0.479
70 H -5.118 2.864 -0.291
71 Sn 0.065 0.108 0.589
72 N 0.339 1.551 -1.209
73 C 0.470 2.084 -2.254
74 C 0.628 2.809 -3.441
75 C 0.447 4.207 -3.430
76 C 0.972 2.150 -4.641
77 C 0.604 4.931 -4.611
78 H 0.194 4.700 -2.490
79 C 1.140 2.894 -5.809
80 H 1.101 1.066 -4.634
81 C 0.954 4.281 -5.801
82 H 0.453 6.012 -4.599
83 H 1.420 2.384 -6.732
84 H 1.082 4.856 -6.723
85 C -0.895 0.779 4.480
86 C -0.784 -0.652 4.136
87 N -0.496 -1.194 2.948
88 C -0.467 -2.571 3.143
89 C -0.744 -2.851 4.450
90 N -0.943 -1.626 5.065
91 H -1.308 0.874 5.494
92 H 0.087 1.274 4.457
93 H -1.566 1.298 3.781
94 H -0.241 -3.248 2.331
95 H -0.802 -3.799 4.958
96 H -1.176 -1.450 6.040

The LUMO energy (spin up / spin down) comes out at -0.3638 / -0.3751 Ha. Its net charge is +3. The calculation puts the HOMO-LUMO gap (spin up / spin down) at 6.5 / 5.2 eV. Its energy above the lowest of the compared OMol25 structures with the same formula, charge and spin is 0.0 kcal per mole.



Here is a molecular structure, C35H54CsGe2N3O11P2S from the OMol25 dataset. Energies are from wB97M-V/def2-TZVPD.

Geometry (Å):
1 Cs 0.550 1.131 -0.257
2 O -1.422 -2.328 -0.827
3 C -0.207 -1.688 -0.673
4 O 0.024 -1.128 0.424
5 C 0.649 -1.766 -1.797
6 C 0.255 -2.520 -2.943
7 C 1.078 -2.588 -4.026
8 C 2.304 -1.893 -3.998
9 C 2.602 -1.168 -2.846
10 N 1.843 -1.089 -1.769
11 C 3.853 -0.331 -2.948
12 O 4.999 -0.880 -2.592
13 O 3.808 0.777 -3.446
14 H -1.895 -2.138 -0.007
15 H -0.703 -3.018 -2.930
16 H 0.793 -3.156 -4.904
17 H 2.979 -1.888 -4.843
18 H 4.859 -1.615 -1.902
19 N -1.966 3.656 -3.787
20 C -0.628 3.729 -3.067
21 C 0.273 4.791 -3.652
22 P -0.036 1.984 -3.366
23 O 1.528 2.218 -3.080
24 O -0.351 1.778 -4.822
25 O -0.704 1.115 -2.363
26 P -1.107 3.900 -1.282
27 O -1.223 5.551 -1.165
28 O -0.077 3.467 -0.308
29 O -2.516 3.381 -1.276
30 H -1.840 2.908 -4.507
31 H -2.262 4.541 -4.181
32 H -2.616 3.369 -2.980
33 H 0.510 4.553 -4.691
34 H 1.207 4.805 -3.094
35 H -0.188 5.780 -3.582
36 H 2.134 1.502 -3.373
37 H -0.498 5.817 -0.580
38 C -1.252 1.616 4.486
39 C -0.997 1.190 3.042
40 Ge -2.176 -0.307 2.458
41 C -3.348 0.329 0.964
42 C -4.270 1.423 1.504
43 C -3.355 -0.998 3.931
44 C -3.010 -2.280 4.159
45 Ge -1.442 -2.598 2.931
46 C 0.221 -2.692 4.033
47 C 0.578 -4.039 4.658
48 C -1.692 -4.257 1.822
49 C -3.153 -4.443 1.414
50 C -3.618 -3.210 5.118
51 C -3.118 -4.513 5.231
52 C -3.660 -5.429 6.115
53 C -4.733 -5.073 6.921
54 C -5.250 -3.787 6.821
55 C -4.704 -2.874 5.938
56 H -0.524 2.369 4.796
57 H -1.162 0.767 5.169
58 H -2.257 2.029 4.609
59 H 0.039 0.858 2.937
60 H -1.137 2.036 2.364
61 H -3.938 -0.493 0.554
62 H -2.723 0.741 0.168
63 H -4.914 1.030 2.296
64 H -4.903 1.826 0.711
65 H -3.689 2.250 1.916
66 H -4.153 -0.488 4.475
67 H 0.104 -1.935 4.812
68 H 1.033 -2.351 3.393
69 H -0.120 -4.305 5.455
70 H 1.581 -4.009 5.092
71 H 0.566 -4.842 3.916
72 H -1.348 -5.125 2.391
73 H -1.053 -4.168 0.942
74 H -3.788 -4.550 2.297
75 H -3.282 -5.330 0.789
76 H -3.519 -3.584 0.847
77 H -2.283 -4.794 4.600
78 H -3.248 -6.430 6.175
79 H -5.160 -5.788 7.614
80 H -6.095 -3.501 7.438
81 H -5.124 -1.877 5.875
82 C 5.992 -1.859 2.100
83 C 5.086 -0.784 1.528
84 S 3.890 -1.410 0.304
85 O 4.679 -2.442 -0.499
86 C 2.837 -2.346 1.458
87 C 2.403 -3.673 0.862
88 H 6.867 -1.402 2.565
89 H 6.331 -2.526 1.304
90 H 5.482 -2.458 2.857
91 H 5.667 -0.040 0.977
92 H 4.453 -0.266 2.271
93 H 1.996 -1.669 1.597
94 H 3.370 -2.472 2.398
95 H 1.774 -3.513 -0.016
96 H 1.827 -4.239 1.597
97 H 3.271 -4.259 0.557
98 N 2.780 0.814 2.877
99 C 2.908 1.874 3.631
100 C 3.737 1.905 4.824
101 C 3.831 3.011 5.636
102 C 3.133 4.188 5.341
103 C 2.342 4.223 4.185
104 C 2.228 3.130 3.360
105 H 4.287 1.000 5.062
106 H 4.461 2.973 6.523
107 H 3.205 5.053 5.989
108 H 1.811 5.138 3.933
109 H 1.618 3.176 2.464

The LUMO energy (spin up / spin down) comes out at 0.1345 / 0.1344 Ha. Its net charge is -2. The calculation puts the HOMO-LUMO gap (spin up / spin down) at 4.1 / 5.1 eV. Its energy above the lowest of the compared OMol25 structures with the same formula, charge and spin is 95.2 kcal per mole.



Short version: max |F| = 0.01670, 0.12837, 0.06643, 0.07715 Eh/bohr, in the order given.